No. 1
Density functional theory data (ωB97M-V/def2-TZVPD) for C2H5NO in the gas phase at a distorted geometry.

Its total energy is -5688.2692 eV. The calculation puts the highest occupied orbital energy (spin up / spin down) at -0.31724 / -0.31738 Ha. As for the HOMO-LUMO gap (spin up / spin down): 0.3270 / 0.3271 Eh.

Atoms and positions in Å:
C -0.0432 -0.3095 -0.4140
C 0.5237 0.4994 0.6172
N -0.2771 0.4806 1.8424
O -0.5515 0.8574 3.1467
H 0.6710 -0.9503 -0.9752
H -0.3959 0.1411 -1.3123
H -0.9286 -0.8615 -0.0920
H 1.4582 1.1329 0.5303
H -1.0385 -0.1239 1.5857

Atoms 1-6, force components in eV/Å:
-0.2 -1.9 -2.1
-1.0 2.5 6.6
0.8 -0.1 -1.7
2.4 -0.2 -4.1
0.0 -0.3 1.2
-0.5 1.7 -0.5

---

No. 2
Density functional theory data (ωB97M-V/def2-TZVPD) for C2H5NO in the gas phase at a distorted geometry.

Its total energy is -5692.9152 eV. The calculation puts the highest occupied orbital energy at -0.36043 Ha. As for the HOMO-LUMO gap: 0.3936 Eh.

Atoms and positions in Å:
C -1.1437 0.1157 -0.0746
C 0.3461 0.2715 -0.2469
N 1.2599 -0.4918 0.4052
O 0.7006 1.0848 -1.0868
H -1.5338 -0.8790 0.1863
H -1.3499 0.4885 -1.0869
H -1.5600 0.8563 0.6141
H 2.2127 -0.3539 0.1018
H 1.0680 -1.0920 1.1878

Atoms 1-6, force components in eV/Å:
0.1 0.2 -0.2
0.2 0.3 -0.2
0.1 0.0 0.0
0.5 -0.1 0.2
0.2 0.3 -0.3
-1.1 -0.6 0.3

---

No. 3
Density functional theory data (ωB97M-V/def2-TZVPD) for C2H5NO in the gas phase at a distorted geometry.

Its total energy is -5690.9280 eV. The calculation puts the highest occupied orbital energy at -0.37475 Ha. As for the HOMO-LUMO gap: 0.4061 Eh.

Atoms and positions in Å:
C -0.2623 0.2653 -1.3272
N -0.7105 0.7200 -0.1918
C -0.2206 0.1145 0.9822
O 0.7044 -0.9458 0.8413
H -0.6546 0.9227 -2.0137
H 0.2856 -0.6044 -1.4284
H -1.0962 -0.3298 1.6113
H 0.1111 1.0273 1.4488
H 1.5166 -0.5641 0.5558

Atoms 1-6, force components in eV/Å:
-2.4 2.4 3.8
0.8 -1.4 -2.4
-2.0 -1.3 1.5
-1.0 0.1 0.5
-0.2 0.5 -2.8
1.3 -1.5 -0.5

---

No. 4
Density functional theory data (ωB97M-V/def2-TZVPD) for a molecular structure, C2H5NO2 at a distorted geometry.

Its total energy is -7734.4817 eV. The calculation puts the highest occupied orbital energy at -0.36692 Ha. As for the HOMO-LUMO gap: 0.3763 Eh.

Atoms and positions in Å:
C 0.5486 -0.7627 0.9128
C -0.4913 1.3309 -0.2649
H 1.7364 -1.4340 0.9077
H -0.5310 -1.6938 0.8353
H 0.4263 -0.1976 1.8556
H -0.8088 -0.3746 -1.9453
H -0.2785 1.8521 0.7308
N 0.4233 0.2953 -0.2958
O 0.2658 -0.6449 -1.4500
O -1.2907 1.6293 -1.2862

Atoms 1-6, force components in eV/Å:
-0.3 -2.0 -1.1
-1.9 0.5 -3.4
-4.1 2.5 -0.3
3.7 3.1 0.1
0.3 -0.4 -0.5
4.7 -0.6 2.4

---

No. 5
Density functional theory data (ωB97M-V/def2-TZVPD) for 2 unconnected molecules or ions with the total composition C2H5NO2 at a distorted geometry.

Its total energy is -7739.4886 eV. The calculation puts the highest occupied orbital energy at -0.38943 Ha. As for the HOMO-LUMO gap: 0.4249 Eh.

Atoms and positions in Å:
O 1.0393 1.3452 0.5531
C 1.2822 1.1582 -0.6029
O 1.3055 -0.0205 -1.2274
H 1.5181 1.9544 -1.3190
H 0.7714 -0.6711 -0.7292
C -2.2380 -1.5521 0.8739
N -1.3207 -0.8273 0.3952
H -2.4951 -2.5110 0.4564
H -2.8127 -1.1994 1.7420
H -1.2024 0.0155 0.9474

Atoms 1-6, force components in eV/Å:
-0.2 0.0 0.2
0.1 0.0 -0.2
-0.4 -0.2 -0.1
0.2 0.1 0.1
0.1 0.1 0.2
-0.1 0.9 0.6

---

No. 6
Density functional theory data (ωB97M-V/def2-TZVPD) for 2 unconnected molecules or ions with the total composition C2H5NO2 at a distorted geometry.

Its total energy is -7736.4144 eV. The calculation puts the highest occupied orbital energy at -0.37752 Ha. As for the HOMO-LUMO gap: 0.4031 Eh.

Atoms and positions in Å:
C 0.9846 0.9633 -0.2745
N 0.6995 0.3777 -1.3280
O 0.9603 -1.0840 -1.1955
H 1.0161 2.0365 -0.3261
H 1.1486 0.5978 0.7742
H 1.4298 -1.1494 -0.3369
C -1.5322 -0.4782 0.6030
O -1.3268 0.2556 1.5350
H -1.1308 -1.4255 0.6408
H -2.2492 -0.0937 -0.0920

Atoms 1-6, force components in eV/Å:
0.2 1.6 2.3
1.0 -3.1 -0.8
-0.6 1.7 0.4
-0.4 0.5 -0.1
0.2 -0.4 -1.2
-0.2 -0.2 -0.5